No. 1
This record from the OMol25 dataset describes a cluster of 7 separate species, C21H56O7 in total. The level of theory is wB97M-V/def2-TZVPD.

SMILES: CC(C)O.CC(C)O.CC(C)O.CC(C)O.CC(C)O.CC(C)O.CC(C)O
Relative energy (zero: lowest compared OMol25 entry of this formula, charge and spin) in kJ/mol: 1020.00
Largest force on an atom in hartree/bohr: 0.159

Geometry as XYZ:
```
84
Properties=species:S:1:pos:R:3:forces:R:3:lowdin_charge:R:1
C -0.377 -0.556 1.791 1.6 -3.1 -1.0 -0.04
C -1.106 0.029 0.611 1.2 -0.2 -0.6 -0.46
C -0.374 1.235 -0.018 -5.2 -1.9 -2.7 -0.02
O -1.217 -0.976 -0.350 3.2 -1.9 1.1 -0.05
H 0.769 -0.418 1.799 -1.6 -0.9 -0.6 0.10
H -0.761 -1.673 2.048 1.1 2.7 -0.6 0.14
H -0.612 0.079 2.536 -1.1 1.8 3.2 0.02
H -2.120 0.229 0.949 -0.1 0.7 0.0 0.12
H -0.337 1.937 0.682 0.2 3.5 2.7 0.01
H -0.995 1.587 -0.940 0.7 -0.3 1.7 0.13
H 0.531 1.074 -0.440 3.1 -1.2 -0.8 0.04
H -1.949 -0.824 -0.854 -3.4 0.7 -2.3 0.00
C -3.998 -4.248 1.706 1.6 -2.4 -2.6 -0.06
C -3.870 -3.137 2.681 -0.9 0.7 -3.3 -0.65
C -3.938 -1.771 2.136 6.2 2.4 -0.4 -0.04
O -4.673 -3.291 3.745 -5.1 0.5 2.0 0.01
H -3.336 -5.039 2.231 -1.8 0.2 -1.1 0.09
H -3.292 -4.056 0.736 -2.0 -0.2 2.0 0.11
H -5.115 -4.597 1.373 2.9 0.9 1.1 0.13
H -3.069 -3.186 3.254 5.8 -0.4 0.4 0.08
H -3.275 -1.496 1.159 -1.7 -1.5 2.1 0.11
H -3.364 -1.110 2.911 -1.5 -0.7 -1.1 0.12
H -4.869 -1.448 1.976 -3.7 1.4 -0.5 0.03
H -4.187 -3.789 4.362 0.3 -0.9 1.4 0.08
C 5.558 -1.803 0.227 -4.9 -2.3 5.6 -0.01
C 3.997 -1.270 0.163 3.1 2.1 -2.6 -0.44
C 3.742 0.104 0.664 -5.6 -4.0 4.3 -0.06
O 3.694 -1.140 -1.203 2.4 -1.2 -1.1 -0.06
H 6.215 -1.352 -0.356 2.6 2.2 -3.0 -0.02
H 5.423 -2.941 -0.037 0.8 2.2 0.8 0.10
H 5.929 -1.547 1.401 -0.9 -1.3 -3.1 0.13
H 3.472 -1.953 0.691 -2.0 -2.5 1.3 0.09
H 4.342 0.668 0.216 4.1 5.4 -4.5 0.01
H 4.100 0.166 1.629 0.6 0.1 2.8 0.04
H 2.624 0.387 0.781 1.9 -0.3 -0.9 0.11
H 2.808 -1.083 -1.508 -1.8 -0.2 0.5 0.01
C 1.856 -1.709 -4.026 3.1 -0.6 1.7 -0.06
C 0.714 -1.921 -3.126 -3.1 -1.6 -0.7 -0.52
C 0.212 -3.442 -3.060 -1.2 2.8 -5.4 -0.02
O 1.062 -1.496 -1.842 -0.3 0.7 0.8 -0.07
H 1.897 -2.185 -4.986 -0.7 0.2 -0.6 0.07
H 2.562 -2.341 -3.435 0.6 0.5 -0.7 0.10
H 2.311 -0.687 -3.984 -0.8 -0.7 -0.3 0.11
H -0.144 -1.405 -3.557 -0.4 0.6 0.5 0.12
H -0.634 -3.516 -2.458 -2.2 0.3 0.6 0.02
H 0.847 -3.942 -2.476 3.3 -2.6 1.3 0.02
H -0.046 -3.840 -4.218 1.0 0.7 3.4 0.16
H 0.287 -1.269 -1.261 0.3 -0.4 -0.8 0.08
C 2.016 3.107 2.561 1.5 -2.9 0.6 -0.04
C 2.069 2.961 4.108 -0.8 -3.7 -1.3 -0.43
C 2.121 1.435 4.513 1.5 0.5 -2.3 -0.05
O 3.307 3.486 4.544 0.3 -2.8 -3.1 0.01
H 2.106 4.083 2.301 0.2 3.2 -0.6 0.02
H 1.182 2.724 1.965 -0.1 -0.4 0.7 0.05
H 2.976 2.619 2.167 -1.3 0.4 0.5 0.11
H 1.117 3.237 4.617 0.9 1.1 -0.2 0.15
H 1.246 0.847 4.242 0.2 -0.1 -0.8 0.06
H 2.101 1.368 5.529 0.0 0.2 3.2 0.02
H 3.152 1.000 4.278 -1.6 0.3 -0.4 0.11
H 3.073 4.098 5.132 -0.8 4.1 3.9 0.02
C -3.969 0.247 -3.395 -0.8 0.0 -2.5 -0.05
C -4.290 -0.901 -2.320 0.5 2.2 -3.7 -0.54
C -3.490 -2.100 -2.647 -0.3 0.0 -2.2 -0.04
O -3.913 -0.458 -1.114 0.9 2.4 4.2 -0.07
H -2.884 0.521 -3.389 -0.9 0.1 0.7 0.07
H -4.675 1.197 -3.341 1.6 -1.9 0.1 0.10
H -4.020 -0.123 -4.540 -0.5 0.5 2.6 0.11
H -5.325 -1.040 -2.260 -1.8 -0.8 -0.6 0.12
H -2.472 -1.828 -2.838 0.8 0.3 0.0 0.06
H -3.839 -2.535 -3.606 0.0 0.0 0.7 0.11
H -3.481 -2.793 -1.871 -0.2 -1.4 1.3 0.06
H -4.387 0.370 -0.826 0.7 -1.4 -0.7 0.15
C 0.854 5.414 -0.385 -0.9 -0.4 0.9 -0.05
C 1.365 4.102 -0.967 -1.2 0.1 -2.2 -0.53
C 0.613 3.748 -2.225 1.3 1.0 0.9 -0.06
O 2.674 4.283 -1.418 1.6 0.2 3.5 -0.04
H 1.573 5.834 0.357 -0.6 -0.3 -0.3 0.08
H -0.107 5.109 0.103 0.6 0.8 0.0 0.09
H 0.645 6.193 -1.145 0.3 -0.6 0.3 0.09
H 1.205 3.212 -0.274 0.7 1.2 -0.5 0.11
H -0.321 3.630 -1.897 -4.1 -1.4 0.8 0.03
H 1.026 2.967 -2.747 0.8 -2.6 -0.6 0.07
H 0.493 4.426 -3.008 0.4 2.3 -0.8 0.07
H 2.990 4.492 -0.486 1.2 -0.1 -2.1 0.11
```
Positions in Å, forces in eV/Å.

No. 2
This record from the OMol25 dataset describes the ion C3H5N2O2 with charge +1. The level of theory is wB97M-V/def2-TZVPD.

SMILES: [NH2+]=CN(C=O)C=O
Relative energy (zero: lowest compared OMol25 entry of this formula, charge and spin) in kJ/mol: 39.83
Total charge: +1
Largest force on an atom in hartree/bohr: 0.114

Geometry as XYZ:
```
12
Properties=species:S:1:pos:R:3:forces:R:3:nbo_charge:R:1
C -0.077 1.138 -0.012 2.2 -4.9 0.2 0.45
C 1.788 -0.617 0.009 0.0 -0.6 0.0 0.55
C -0.596 -1.373 -0.038 0.6 -0.7 -0.1 0.56
N 0.391 -0.409 -0.002 -2.1 5.5 -0.1 -0.50
N -1.305 1.411 0.050 -0.7 -0.1 0.0 -0.62
O 2.558 0.280 0.057 0.2 0.4 0.0 -0.48
O -1.768 -1.117 -0.023 -0.5 0.1 0.0 -0.54
H 0.781 1.799 -0.051 -0.2 0.2 0.0 0.28
H 2.031 -1.686 -0.027 0.1 0.0 0.0 0.17
H -0.197 -2.394 -0.091 0.0 0.0 0.0 0.18
H -1.636 2.376 0.054 0.1 -0.1 0.0 0.46
H -1.970 0.593 0.073 0.4 0.4 0.0 0.49
```
Positions in Å, forces in eV/Å.

No. 3
This record from the OMol25 dataset describes a structure of composition C14H17NO2Sn. The level of theory is wB97M-V/def2-TZVPD.

E in eV: -26207.78140
Largest force on an atom in hartree/bohr: 0.044

Geometry as XYZ:
```
35
Properties=species:S:1:pos:R:3:forces:R:3:nbo_charge:R:1
C 0.088 -1.857 -1.502 0.7 -1.0 0.8 -0.49
C 0.425 1.189 -0.877 -0.3 0.4 0.5 -0.19
C -0.808 -1.488 -2.622 0.1 -1.4 0.6 -0.09
H 0.351 -2.911 -1.707 0.0 0.3 0.4 0.22
C -0.904 1.214 -0.721 0.4 0.2 0.5 -0.19
H 1.023 1.827 -0.216 -0.4 -0.2 -0.1 0.20
H -1.020 -2.274 -3.349 0.1 0.2 0.1 0.18
H -1.311 1.849 0.076 0.3 -0.1 -0.2 0.19
C -1.503 -0.231 -2.787 -1.5 1.1 0.1 -0.48
H -2.417 -0.471 -3.365 0.3 0.4 0.1 0.22
H -0.945 0.493 -3.404 -0.2 0.0 0.1 0.21
C 1.421 -1.073 -1.599 0.1 -0.1 0.2 -0.38
H 1.996 -1.489 -2.442 -0.1 0.1 0.2 0.20
H 2.030 -1.230 -0.698 -0.2 0.0 -0.2 0.22
C 1.261 0.431 -1.856 0.7 0.0 -0.3 -0.46
H 0.914 0.582 -2.886 0.2 0.0 0.3 0.21
H 2.273 0.861 -1.790 -0.3 -0.1 -0.2 0.22
C -1.956 0.470 -1.464 -0.2 -0.4 -0.9 -0.44
H -2.760 1.177 -1.724 0.2 -0.1 0.1 0.21
H -2.427 -0.277 -0.802 0.1 0.1 -0.1 0.21
Sn 0.031 -2.788 2.133 -0.6 -0.5 0.3 0.86
H -0.263 -1.913 -0.363 0.0 0.6 -2.2 0.18
O 3.134 -0.221 1.363 -0.9 -0.3 0.7 -0.60
C 2.133 -0.737 1.841 1.1 -1.1 -0.7 0.74
O 1.879 -2.057 1.803 1.1 1.7 -0.1 -0.86
C 1.035 0.067 2.441 -0.8 -0.4 -0.2 0.08
C 1.115 1.440 2.618 -0.3 0.0 0.1 -0.18
C -0.030 2.134 3.007 0.4 -0.3 -0.1 -0.17
C -1.219 1.412 3.173 -0.1 -0.3 0.0 -0.24
C -1.234 0.036 2.975 0.5 0.3 0.0 0.05
N -0.110 -0.642 2.628 -0.5 1.2 0.2 -0.57
H 2.078 1.905 2.413 -0.3 0.0 0.1 0.26
H 0.009 3.212 3.162 -0.1 -0.3 0.0 0.23
H -2.143 1.911 3.455 0.2 -0.1 -0.1 0.23
H -2.146 -0.553 3.085 0.3 0.2 0.0 0.21
```
Positions in Å, forces in eV/Å.

No. 4
This record from the OMol25 dataset describes an isolated molecule of C2H3N3OS. The level of theory is wB97M-V/def2-TZVPD.

SMILES: [H]/N=c1/cnon1S
Relative energy (zero: lowest compared OMol25 entry of this formula, charge and spin) in kJ/mol: 330.67
Largest force on an atom in hartree/bohr: 0.041

Geometry as XYZ:
```
10
Properties=species:S:1:pos:R:3:forces:R:3:nbo_charge:R:1
C 1.809 0.166 0.246 -0.3 1.0 -1.0 -0.07
C 0.542 0.919 -0.031 1.0 -0.6 -0.4 0.34
H -1.688 -0.426 1.389 0.0 0.1 0.3 0.10
H 2.761 0.663 0.309 0.2 -0.2 0.5 0.23
H -0.696 2.355 -0.199 0.6 0.0 -0.2 0.35
N -0.252 -0.190 -0.406 -2.0 0.4 0.3 -0.32
N 1.698 -1.101 0.116 0.7 0.2 0.3 -0.04
N 0.314 2.185 -0.060 -0.3 -1.8 0.5 -0.66
O 0.433 -1.440 -0.206 -0.2 1.1 0.2 -0.17
S -1.892 -0.240 0.082 0.4 -0.2 -0.6 0.23
```
Positions in Å, forces in eV/Å.

No. 5
This record from the OMol25 dataset describes an isolated molecule of C4H6N3P. The level of theory is wB97M-V/def2-TZVPD.

Relative energy (zero: lowest compared OMol25 entry of this formula, charge and spin) in kJ/mol: 0.00
2S+1: 3
Largest force on an atom in hartree/bohr: 0.100

Geometry as XYZ:
```
14
Properties=species:S:1:pos:R:3:forces:R:3:mulliken_spin:R:1
C 2.112 0.798 -0.038 1.0 0.1 -1.1 0.00
C -0.336 -1.599 -0.806 0.8 -5.1 -0.3 0.45
C 0.947 0.231 0.552 -2.1 0.0 1.3 0.07
C -0.303 0.624 -0.282 0.1 2.5 -2.1 -0.06
N 2.967 1.331 -0.594 0.0 -0.2 0.3 0.01
N -0.651 -0.445 -1.168 -0.6 3.8 0.2 0.98
N -1.544 1.124 0.276 -1.6 -0.6 1.3 0.06
P 0.729 -1.667 0.586 0.7 -0.2 0.3 0.34
H -0.590 -2.364 -1.496 0.5 -1.3 -0.2 0.07
H 0.870 0.762 1.517 -0.3 -0.7 0.0 0.00
H 0.088 1.417 -0.911 -0.3 0.5 -0.2 0.00
H -2.286 0.944 -0.447 1.2 0.5 0.7 -0.01
H -1.930 0.545 1.057 0.9 0.5 -0.6 0.00
H -0.072 -1.700 1.755 -0.2 0.4 0.3 0.08
```
Positions in Å, forces in eV/Å.

No. 6
This record from the OMol25 dataset describes a structure of composition C23H33Cl2N2PtSSbSi. The level of theory is wB97M-V/def2-TZVPD.

Relative energy (zero: lowest compared OMol25 entry of this formula, charge and spin) in kJ/mol: 182.46
Largest force on an atom in hartree/bohr: 0.033

Geometry as XYZ:
```
64
Properties=species:S:1:pos:R:3:forces:R:3:nbo_charge:R:1
Pt -0.069 -0.037 0.322 -1.2 -0.9 -0.8 0.30
Cl 1.416 2.309 1.513 0.4 0.3 0.3 -0.02
C 0.218 3.486 1.068 -0.4 -0.1 -0.1 0.05
C 0.648 4.770 0.784 0.1 -0.1 0.0 -0.26
C -0.276 5.736 0.426 0.0 0.1 0.0 -0.22
C -1.615 5.400 0.337 -0.1 0.0 0.0 -0.23
C -2.027 4.107 0.613 0.2 -0.1 0.0 -0.04
Cl -3.724 3.762 0.469 0.0 0.0 0.0 0.00
C -1.132 3.091 0.999 0.0 0.1 0.2 -0.25
S -1.692 1.477 1.410 0.3 0.4 -0.2 -0.39
H 1.702 5.007 0.851 -0.1 0.0 0.0 0.22
H 0.049 6.748 0.225 0.0 0.0 0.0 0.22
H -2.354 6.141 0.058 0.0 -0.1 0.0 0.23
C 0.874 -3.091 -1.015 0.2 -0.1 -0.1 -1.15
Si 0.811 -2.149 0.615 -0.1 -0.1 -0.6 1.41
C -0.133 -3.263 1.796 -0.2 0.3 0.2 -1.14
C 2.572 -2.106 1.298 0.1 0.3 0.0 -0.51
C 3.611 -2.834 0.705 0.0 0.1 0.1 -0.22
C 4.887 -2.851 1.263 0.0 0.0 0.0 -0.22
C 5.149 -2.132 2.424 -0.1 -0.1 0.0 -0.23
C 4.135 -1.390 3.020 0.0 0.0 0.0 -0.23
C 2.865 -1.375 2.458 0.0 0.0 -0.1 -0.15
H 1.050 -4.161 -0.846 0.0 0.1 0.0 0.23
H 1.665 -2.708 -1.670 -0.1 0.0 0.0 0.23
H -0.070 -2.980 -1.552 0.1 0.0 0.0 0.24
H 0.415 -4.206 1.890 0.0 0.1 0.0 0.24
H -1.143 -3.473 1.432 0.1 0.0 0.1 0.23
H -0.214 -2.818 2.794 0.0 -0.1 -0.1 0.24
H 3.418 -3.409 -0.196 0.0 0.0 0.1 0.21
H 5.678 -3.426 0.793 -0.1 0.0 0.0 0.21
H 6.138 -2.154 2.866 0.0 0.0 0.0 0.22
H 4.341 -0.823 3.921 0.0 0.0 0.0 0.21
H 2.082 -0.782 2.925 0.1 0.0 0.0 0.21
C -3.056 -3.007 -1.274 0.1 0.1 -0.1 -1.00
Sb -2.524 -1.100 -0.419 0.5 -0.3 1.0 1.17
C -3.239 -1.541 1.556 -0.1 0.0 0.0 -1.00
C -4.321 -0.094 -0.981 0.2 0.2 -0.3 -0.97
H -4.016 -3.297 -0.841 0.1 0.0 -0.1 0.23
H -2.308 -3.772 -1.060 -0.1 0.1 0.0 0.23
H -3.163 -2.903 -2.356 0.0 -0.1 0.1 0.23
H -3.904 -0.732 1.861 0.0 0.0 0.0 0.24
H -2.413 -1.599 2.263 -0.1 0.0 -0.1 0.24
H -3.788 -2.485 1.549 0.0 0.1 0.0 0.22
H -5.142 -0.604 -0.474 0.1 0.0 0.0 0.23
H -4.468 -0.133 -2.061 0.0 0.0 0.1 0.23
H -4.262 0.942 -0.650 0.0 -0.1 0.0 0.26
N 1.593 0.359 -1.256 0.0 0.2 0.4 -0.49
C 2.745 0.380 -1.116 0.4 -0.3 0.1 0.55
N 4.052 0.378 -0.974 -0.1 0.0 -0.1 -0.48
C 4.916 -0.424 -1.853 0.0 0.1 0.0 -0.20
C 6.144 0.398 -2.221 0.0 0.1 0.2 -0.41
C 6.860 0.901 -0.962 -0.1 0.1 -0.1 -0.40
C 5.890 1.701 -0.085 0.1 -0.2 0.0 -0.41
C 4.698 0.826 0.271 -0.1 0.2 0.0 -0.21
H 4.356 -0.715 -2.738 -0.1 0.0 0.0 0.22
H 5.211 -1.332 -1.317 0.0 0.0 0.0 0.20
H 5.823 1.255 -2.820 0.0 0.0 0.0 0.21
H 6.816 -0.209 -2.830 0.0 0.0 0.0 0.22
H 7.724 1.508 -1.241 0.0 0.0 0.0 0.22
H 7.230 0.041 -0.390 0.0 0.1 0.0 0.20
H 5.537 2.583 -0.628 0.0 0.0 0.0 0.21
H 6.377 2.043 0.831 0.0 0.0 0.0 0.22
H 3.970 1.353 0.884 0.0 0.0 -0.1 0.23
H 5.031 -0.057 0.825 -0.1 0.0 0.0 0.21
```
Positions in Å, forces in eV/Å.